Arrangement i

An isolated ion of composition C3H9N2O and charge +1, computed with ωB97M-V with the def2-TZVPD basis set.

Calculated values
- E_LUMO (eV) = -3.93
- orbital gap (eV) = 9.848

```
! wB97M-V def2-TZVPD RIJCOSX def2/J DEFGRID3
* xyz 1 1
C 0.695 0.312 -1.079
C 0.523 0.061 0.401
C -0.911 -0.395 0.642
N -1.095 -1.387 1.536
O -1.826 0.180 0.090
N 1.983 1.075 -1.370
H -0.148 0.844 -1.509
H 0.802 -0.627 -1.608
H 1.228 -0.706 0.732
H 0.705 0.922 1.036
H -0.377 -1.818 2.090
H -2.047 -1.602 1.795
H 2.684 0.910 -0.645
H 1.822 2.072 -1.526
H 2.424 0.714 -2.221
*
```

Here are the Löwdin charges for atoms 1 to 8, given in e: C -0.120; C -0.101; C -0.550; N 0.188; O 0.078; N 0.204; H 0.136; H 0.141



Arrangement ii

A 2-piece molecular cluster, C3H9N2O overall, computed with ωB97M-V with the def2-TZVPD basis set.

Calculated values
- E_LUMO (eV) = -4.75
- orbital gap (eV) = 8.571

```
! wB97M-V def2-TZVPD RIJCOSX def2/J DEFGRID3
* xyz 1 1
C 0.517 -1.609 0.078
C -0.140 1.859 -0.116
C -0.357 -2.325 -0.951
N -0.260 3.171 0.146
N 0.632 0.955 0.433
O 0.398 -1.741 1.321
H -0.523 1.521 -1.068
H -0.240 -3.423 -0.898
H -0.150 -1.815 -1.919
H -1.352 -2.231 -0.531
H -0.802 3.984 -0.231
H 0.222 3.452 0.960
H -0.370 -2.310 1.545
H 1.266 -0.721 -0.070
H 1.159 1.232 1.301
*
```

Here are the Löwdin charges for atoms 1 to 8, given in e: C -0.099; C -0.324; C 0.025; N 0.116; N 0.013; O 0.175; H 0.116; H 0.120



Arrangement iii

An isolated ion of composition C3H9N2O and charge +1, computed with ωB97M-V with the def2-TZVPD basis set.

Calculated values
- E_LUMO (eV) = -3.75
- orbital gap (eV) = 10.590

```
! wB97M-V def2-TZVPD RIJCOSX def2/J DEFGRID3
* xyz 1 1
N 2.077 -0.496 -0.065
C 0.910 0.461 -0.268
C -0.068 0.061 0.868
N -1.335 -0.272 0.630
C -2.089 0.119 -0.548
O 0.475 0.051 1.957
H 2.931 -0.103 -0.480
H 2.114 -0.697 0.931
H 1.827 -1.325 -0.614
H 0.705 0.566 -1.329
H 1.259 1.442 0.056
H -1.817 -0.401 1.521
H -2.517 -0.769 -1.020
H -2.938 0.753 -0.297
H -1.535 0.610 -1.343
*
```

Here are the Löwdin charges for atoms 1 to 8, given in e: N 0.208; C -0.028; C -0.497; N 0.058; C -0.046; O 0.074; H 0.183; H 0.151



Most stable one: arrangement i, least stable one: arrangement ii.



Arrangement i

C7H10S in the gas phase, computed with ωB97M-V with the def2-TZVPD basis set.

Calculated values
- E_LUMO (eV) = 0.68
- orbital gap (eV) = 8.836

```
! wB97M-V def2-TZVPD RIJCOSX def2/J DEFGRID3
* xyz 0 1
C -1.689 0.459 0.831
C -0.166 0.351 0.338
C 0.748 -0.197 1.470
C 1.125 -1.622 1.081
C 0.807 -1.816 -0.216
C 0.093 -0.769 -0.754
C -0.728 -0.777 -1.885
H -2.019 -0.567 0.866
H -1.504 0.754 2.077
H -2.380 1.140 0.097
H -0.590 2.753 0.209
H 0.434 -0.166 2.526
H 1.622 0.385 1.592
H 1.673 -2.342 1.685
H 1.021 -2.664 -0.762
H -1.386 -0.016 -2.041
H -0.653 -1.574 -2.627
S 0.165 1.783 -0.551
*
```

Here are the Löwdin charges for atoms 1 to 8, given in e: C -0.109; C -0.842; C -0.183; C -0.020; C -0.096; C -0.345; C 0.075; H 0.048



Arrangement ii

A 2-piece molecular cluster, C7H10S overall, computed with ωB97M-V with the def2-TZVPD basis set.

Calculated values
- E_LUMO (eV) = -0.47
- orbital gap (eV) = 8.492

```
! wB97M-V def2-TZVPD RIJCOSX def2/J DEFGRID3
* xyz 0 1
C 1.051 -0.859 -1.424
C -0.073 -0.016 -0.996
C -0.704 1.375 -0.814
C -1.286 1.396 0.627
C -0.687 0.557 1.548
C 0.296 -0.589 1.343
C 0.969 -0.409 0.038
H 0.776 -3.134 -0.328
H 1.838 -0.384 -2.053
H -0.964 -0.749 -0.856
H 0.143 2.209 -0.859
H -1.499 1.737 -1.469
H -2.070 2.196 0.882
H -1.061 0.765 2.546
H 0.968 -0.474 2.235
H -0.148 -1.522 1.487
H 1.561 0.431 0.187
S 0.890 -2.530 -2.094
*
```

Here are the Löwdin charges for atoms 1 to 8, given in e: C -0.656; C -0.304; C -0.163; C -0.085; C -0.096; C -0.183; C -0.263; H 0.105



Arrangement iii

C7H10S in the gas phase, computed with ωB97M-V with the def2-TZVPD basis set.

Calculated values
- E_LUMO (spin up / spin down) (eV) = 0.42 / 0.42
- orbital gap (spin up / spin down) (eV) = 7.842 / 7.844

```
! wB97M-V def2-TZVPD RIJCOSX def2/J DEFGRID3
* xyz 0 1
C 0.517 0.863 -1.630
C 2.986 0.100 1.101
C -2.686 0.537 0.493
C 0.609 -1.024 0.307
C -0.543 0.153 -1.530
C -0.763 -0.626 -0.206
C -1.372 0.314 0.707
S 1.522 0.507 0.239
H 0.643 1.624 -2.320
H 3.632 -0.712 1.027
H 3.542 0.968 1.534
H -3.339 1.378 0.828
H -3.085 -0.274 -0.183
H 0.676 -1.406 1.309
H 1.091 -1.788 -0.435
H -1.398 0.142 -2.090
H -1.373 -1.630 -0.392
H -0.658 0.874 1.241
*
```

Here are the Löwdin charges for atoms 1 to 8, given in e: C -0.101; C -0.327; C 0.027; C -0.384; C -0.179; C -0.449; C -0.202; S 0.928



Most stable one: arrangement i, least stable one: arrangement iii.



Arrangement i

C3H4F2O in the gas phase, computed with ωB97M-V with the def2-TZVPD basis set.

Calculated values
- E_LUMO (eV) = 0.87
- orbital gap (eV) = 10.020

```
! wB97M-V def2-TZVPD RIJCOSX def2/J DEFGRID3
* xyz 0 1
C -0.640 -0.621 0.199
C 0.741 -0.413 0.699
C 0.272 -0.226 -0.875
O 0.310 0.991 -1.445
F 1.515 -1.465 1.044
F 0.724 -1.173 -1.740
H -0.836 -1.701 -0.029
H -1.522 -0.098 0.613
H 1.071 0.578 1.093
H 1.132 0.924 -1.928
*
```

Here are the Löwdin charges for atoms 1 to 8, given in e: C -0.025; C -0.200; C -0.524; O 0.102; F 0.022; F 0.079; H 0.147; H 0.127



Arrangement ii

A 2-piece molecular cluster, C3H4F2O overall, computed with ωB97M-V with the def2-TZVPD basis set.

Calculated values
- E_LUMO (spin up / spin down) (eV) = -1.22 / -1.22
- orbital gap (spin up / spin down) (eV) = 8.706 / 8.706

```
! wB97M-V def2-TZVPD RIJCOSX def2/J DEFGRID3
* xyz 0 1
C -0.700 -1.243 0.418
C 0.009 -0.163 -0.218
C 1.088 0.863 -0.303
O -0.597 -0.911 -1.078
F -1.911 1.197 0.197
F 2.282 0.452 0.278
H -0.262 -2.158 0.829
H -1.614 -0.929 1.022
H 0.608 1.817 0.216
H 1.098 1.075 -1.363
*
```

Here are the Löwdin charges for atoms 1 to 8, given in e: C 0.055; C -0.166; C -0.104; O 0.163; F -0.521; F -0.006; H 0.123; H 0.142



Most stable one: arrangement i, least stable one: arrangement ii.



Arrangement i

A 2-piece molecular cluster, C3H4F2O overall, computed with ωB97M-V with the def2-TZVPD basis set.

Calculated values
- E_LUMO (eV) = 0.82
- orbital gap (eV) = 10.595

```
! wB97M-V def2-TZVPD RIJCOSX def2/J DEFGRID3
* xyz 0 1
C 0.553 -0.779 1.262
C -0.203 0.262 0.579
C -1.153 0.539 -0.281
O 0.877 0.644 1.220
F 1.217 -0.259 -2.438
F -1.332 1.885 -0.606
H 0.316 -1.245 2.145
H 1.115 -1.437 0.646
H -2.067 -0.062 -0.424
H 0.678 0.452 -2.102
*
```

Here are the Löwdin charges for atoms 1 to 8, given in e: C 0.004; C -0.299; C -0.074; O 0.101; F -0.097; F -0.041; H 0.086; H 0.108



Arrangement ii

C3H4F2O in the gas phase, computed with ωB97M-V with the def2-TZVPD basis set.

Calculated values
- E_LUMO (eV) = 0.49
- orbital gap (eV) = 11.028

```
! wB97M-V def2-TZVPD RIJCOSX def2/J DEFGRID3
* xyz 0 1
C 0.526 0.730 0.830
C 0.348 -0.672 0.130
C -0.641 -0.561 -1.010
H 0.591 1.712 0.254
H -0.497 1.007 1.320
H -0.361 -0.009 -1.724
H -1.324 0.182 -0.636
O 0.699 -1.687 0.570
F 1.686 1.077 1.661
F -1.027 -1.778 -1.396
*
```

Here are the Löwdin charges for atoms 1 to 8, given in e: C -0.072; C -0.360; C -0.175; H 0.137; H 0.146; H 0.062; H 0.130; O 0.179



Most stable one: arrangement ii, least stable one: arrangement i.



Arrangement i

A 2-piece molecular cluster, C2H7N2O overall, computed with ωB97M-V with the def2-TZVPD basis set.

Calculated values
- E_LUMO (eV) = -5.25
- orbital gap (eV) = 8.873

```
! wB97M-V def2-TZVPD RIJCOSX def2/J DEFGRID3
* xyz 1 1
C 1.408 1.706 1.269
N 1.114 1.312 0.077
H 0.992 2.471 1.797
H 2.177 1.071 1.909
H 1.544 0.526 -0.299
H 0.545 1.851 -0.549
C -1.380 -0.985 -0.360
N -0.507 -1.956 -0.977
O -0.881 0.012 0.117
H -2.401 -1.270 -0.503
H -0.766 -2.703 -1.593
H 0.546 -1.853 -0.855
*
```

Here are the Löwdin charges for atoms 1 to 8, given in e: C 0.181; N 0.181; H 0.085; H 0.177; H 0.113; H 0.154; C -0.289; N 0.095



Arrangement ii

An isolated ion of composition C2H7N2O and charge +1, computed with ωB97M-V with the def2-TZVPD basis set.

Calculated values
- E_LUMO (eV) = -3.45
- orbital gap (eV) = 11.380

```
! wB97M-V def2-TZVPD RIJCOSX def2/J DEFGRID3
* xyz 1 1
C -1.119 1.188 -0.084
C 1.104 -1.563 0.308
N -0.593 0.055 0.284
N -0.519 2.027 -0.890
O 0.660 -0.311 -0.182
H -2.101 1.426 0.309
H 2.083 -1.697 -0.148
H 0.445 -2.375 -0.010
H 1.211 -1.553 1.395
H -1.053 -0.601 0.909
H -0.945 2.900 -1.163
H 0.399 1.802 -1.256
*
```

Here are the Löwdin charges for atoms 1 to 8, given in e: C -0.102; C -0.034; N 0.065; N 0.212; O -0.106; H 0.174; H 0.112; H 0.104



Arrangement iii

A 2-piece molecular cluster, C2H7N2O overall, computed with ωB97M-V with the def2-TZVPD basis set.

Calculated values
- E_LUMO (eV) = -6.43
- orbital gap (eV) = 7.196

```
! wB97M-V def2-TZVPD RIJCOSX def2/J DEFGRID3
* xyz 1 1
C 3.019 -0.369 0.855
N 1.745 -0.563 1.113
H 3.084 0.699 0.790
H 3.751 -1.167 0.509
H 1.482 -1.176 1.950
H 1.097 0.116 0.789
C -2.056 0.458 -0.423
N -2.650 0.177 -1.603
O -0.855 0.384 -0.165
H -2.675 0.909 0.301
H -2.285 0.207 -2.585
H -3.657 0.325 -1.531
*
```

Here are the Löwdin charges for atoms 1 to 8, given in e: C 0.196; N 0.172; H 0.114; H 0.162; H 0.205; H 0.078; C -0.384; N 0.130



Arrangement iv

An isolated ion of composition C2H7N2O and charge +1, computed with ωB97M-V with the def2-TZVPD basis set.

Calculated values
- E_LUMO (eV) = -3.75
- orbital gap (eV) = 10.286

```
! wB97M-V def2-TZVPD RIJCOSX def2/J DEFGRID3
* xyz 1 1
C 0.172 0.344 1.225
C 0.589 0.153 -0.287
N -0.291 1.213 -0.604
N -0.323 -1.067 -0.585
O -0.494 1.560 0.789
H -0.491 -0.370 1.663
H 0.917 0.535 1.961
H 1.708 -0.140 -0.710
H 0.016 1.916 -1.262
H -0.764 -1.011 -1.511
H -1.064 -1.126 0.072
H 0.025 -2.007 -0.752
*
```

Here are the Löwdin charges for atoms 1 to 8, given in e: C -0.066; C -0.191; N 0.026; N 0.194; O -0.049; H 0.112; H 0.122; H 0.227



Most stable one: arrangement i, least stable one: arrangement iv.



Arrangement i

A 3-piece molecular cluster, C4H12N2O2 overall, computed with ωB97M-V with the def2-TZVPD basis set.

Calculated values
- E_LUMO (eV) = -3.38
- orbital gap (eV) = 4.392

```
! wB97M-V def2-TZVPD RIJCOSX def2/J DEFGRID3
* xyz 0 1
C -0.579 1.004 -0.357
N 3.424 -0.920 -0.448
C 2.171 -0.152 -0.468
O 2.049 0.777 0.525
C -1.823 1.165 0.539
C -0.496 0.416 1.028
O -1.721 -2.126 -0.532
N -2.813 0.264 0.522
H -0.944 0.512 -1.245
H 0.162 1.795 -0.458
H 4.183 -0.271 -0.593
H 1.385 -0.893 -0.500
H 2.106 0.338 -1.487
H 3.568 -1.198 0.549
H -2.000 2.170 0.933
H 0.138 0.773 1.836
H -0.641 -0.633 0.878
H -2.075 -1.291 -0.151
H -3.733 0.685 0.616
H -2.360 -2.415 -1.188
*
```

Here are the Löwdin charges for atoms 1 to 8, given in e: C -0.070; N -0.010; C -0.509; O -0.187; C -0.306; C -0.009; O -0.086; N 0.166



Arrangement ii

A 2-piece molecular cluster, C4H12N2O2 overall, computed with ωB97M-V with the def2-TZVPD basis set.

Calculated values
- E_LUMO (eV) = 0.69
- orbital gap (eV) = 10.211

```
! wB97M-V def2-TZVPD RIJCOSX def2/J DEFGRID3
* xyz 0 1
N -2.207 1.486 -0.187
C -1.122 0.920 0.578
C 0.233 1.328 -0.024
N 1.270 0.400 0.337
C 1.449 -0.654 1.408
C 0.609 -1.969 1.037
O 0.616 2.239 -0.736
H -1.965 2.417 -0.498
H -2.882 1.669 0.416
H -1.073 -0.142 0.235
H -1.212 0.956 1.679
H 2.164 0.786 0.162
H 2.507 -0.997 1.375
H 1.391 -0.254 2.336
H 1.406 -2.762 0.983
H -0.228 -2.138 1.763
H 0.293 -1.785 -0.031
H 0.242 -2.952 -1.914
H -0.908 -1.845 -1.980
O -0.641 -2.727 -2.211
*
```

Here are the Löwdin charges for atoms 1 to 8, given in e: N 0.031; C -0.180; C -0.430; N 0.024; C -0.198; C -0.077; O 0.061; H 0.078



Most stable one: arrangement ii, least stable one: arrangement i.